[1]
The following is a quantum chemistry calculation of a molecular structure, C36H30ClCuN2O6S4, from the Open Molecules 2025 dataset.

Element x y z (Å)
Cu -0.34889 -0.01347 0.15192
O 0.56313 0.07999 1.81568
S 0.50010 -1.20373 2.74873
C 1.47329 -2.60309 1.91413
C 3.01876 -2.82898 1.96372
C 3.99420 -2.17851 0.93510
C 3.44301 -1.88968 -0.49315
S 2.72814 -0.12248 -0.72744
O 1.18373 -0.14634 -1.05599
C 3.46843 0.30732 -2.29477
C 2.70233 0.18161 -3.43429
C 3.18587 0.66810 -4.68341
C 4.43629 1.19553 -4.76857
C 5.26707 1.19712 -3.65048
C 4.81250 0.79196 -2.41185
C 1.73863 -0.64419 3.94347
C 1.75560 -1.31473 5.15271
C 2.80033 -0.96596 6.07512
C 3.65619 0.08333 5.84116
C 3.45346 0.90336 4.69179
C 2.53917 0.49337 3.72694
H 1.05973 -2.59018 0.90347
H 1.06998 -3.47553 2.44172
H 3.12686 -3.94529 1.97742
H 3.44036 -2.56698 2.95494
H 4.90334 -2.83494 0.78707
H 4.47849 -1.25887 1.34407
H 2.56559 -2.48799 -0.73669
H 4.21972 -2.07421 -1.27542
H 1.74519 -0.24054 -3.27550
H 2.46652 0.58932 -5.51922
H 4.80177 1.59512 -5.70664
H 6.30286 1.50201 -3.70827
H 5.38512 0.97939 -1.48742
H 0.97703 -1.97454 5.48895
H 2.87701 -1.56894 6.94821
H 4.46923 0.25370 6.54778
H 4.02626 1.80618 4.55518
H 2.34914 1.08007 2.82791
S -0.48158 -3.51416 -4.18916
C -0.93398 -4.44515 -5.54895
C -1.97383 -3.87436 -6.19548
C -2.51078 -2.70638 -5.52254
C -1.83377 -2.43471 -4.36702
C -2.14958 -1.46553 -3.34971
C -1.35063 -1.35816 -2.19360
N -1.47138 -0.36978 -1.32636
C -2.54745 0.44649 -1.44343
C -3.51791 0.32014 -2.47158
C -4.68709 1.13000 -2.44926
C -4.83518 2.09504 -1.52335
C -3.84396 2.30984 -0.50805
C -3.95834 3.26543 0.46859
C -3.03157 3.31902 1.56398
C -1.89831 2.40529 1.53568
N -1.77768 1.46371 0.58541
C -2.72710 1.43210 -0.40402
C -3.17375 4.29945 2.66235
C -4.09994 5.32496 2.80475
C -3.86510 6.04550 4.02849
C -2.79377 5.59598 4.71893
S -1.91971 4.39204 3.90885
C -3.24016 -0.57944 -3.49966
H -0.43194 -5.40053 -5.78415
H -2.46509 -4.28604 -7.09691
H -3.38181 -2.14265 -5.91414
H -0.61512 -2.07408 -1.91632
H -5.55816 0.91730 -3.06108
H -5.78451 2.66828 -1.51145
H -4.72730 4.00411 0.37673
H -1.22182 2.35202 2.39168
H -4.96513 5.50743 2.14428
H -4.44326 6.93573 4.27928
H -2.48547 5.93534 5.71773
H -3.89120 -0.65810 -4.34577
O -3.18607 -1.48881 2.34230
Cl -2.48186 -2.34339 1.41574
O -2.99992 -2.25795 0.00021
O -2.31006 -3.72757 1.90529
O -1.06428 -1.81673 1.26364

Calculated values
HOMO-LUMO gap	0.20223	Ha
DFT total energy	-5643.8359	Eh
LUMO level	-0.4	eV
relative energy (zero: lowest compared OMol25 entry of this formula, charge and spin)	155.1	kJ/mol

Löwdin population analysis, charges in e, atoms 1 to 5:
1. Cu 0.188
2. O -0.551
3. S 1.092
4. C -0.246
5. C -0.202

[2]
The following is a quantum chemistry calculation of 2 unconnected molecules or ions with the total composition C36H30F6N2O2, from the Open Molecules 2025 dataset.

Element x y z (Å)
C 4.63015 -0.87305 -7.74831
O 3.23114 -0.80216 -7.63872
C 2.75771 -0.31549 -6.44391
C 1.36173 -0.12004 -6.35051
C 0.78241 0.36871 -5.22709
C 1.56677 0.69128 -4.07835
O 1.04204 1.11666 -3.04072
C 2.97854 0.49170 -4.17786
C 3.54355 0.00574 -5.31303
H 4.86101 -1.20590 -8.76150
H 5.06471 0.11556 -7.58870
H 5.02432 -1.59662 -7.03277
H 0.76794 -0.37042 -7.20990
H -0.27856 0.52752 -5.17362
H 3.57804 0.73648 -3.32049
H 4.60468 -0.15027 -5.34779
F -6.92971 2.94324 4.11119
C -6.29604 3.33769 2.98678
F -6.40722 2.40102 2.02655
F -6.77882 4.51813 2.55653
C -4.81277 3.51743 3.32298
N -4.00804 3.87634 2.14296
C -3.54336 5.24566 2.09845
C -2.40315 5.59622 2.81860
C -1.96411 6.89677 2.86459
C -2.65113 7.87954 2.18228
C -3.78734 7.55663 1.46595
C -4.23569 6.25480 1.42816
C -3.31202 2.82651 1.45194
C -3.31938 2.73467 0.05255
C -2.64994 1.73455 -0.59866
C -1.90298 0.76074 0.10469
C -1.25157 -0.25775 -0.63821
C -0.48756 -1.38111 -0.22630
C 0.14410 -2.17024 -1.21687
C 0.93590 -3.23772 -0.88933
C 1.16598 -3.58952 0.44750
N 2.06458 -4.65462 0.80857
C 1.59665 -6.04933 0.71168
C 0.57881 -6.38754 1.81236
F 0.08713 -7.62011 1.58001
F 1.20426 -6.35195 3.00118
F -0.40877 -5.47645 1.77663
C 3.19027 -4.38339 1.67480
C 3.04444 -4.30456 3.06018
C 4.09868 -3.94420 3.86591
C 5.33173 -3.67327 3.30752
C 5.50688 -3.77354 1.94147
C 4.44876 -4.12062 1.13415
C 0.49611 -2.85309 1.43334
C -0.32468 -1.80960 1.11097
C -1.84404 0.91304 1.50879
C -2.53462 1.89797 2.15459
H -4.72180 4.30148 4.07295
H -4.44790 2.59633 3.77070
H -1.89216 4.82902 3.36957
H -1.09107 7.15048 3.44360
H -2.30656 8.89960 2.22350
H -4.32437 8.33464 0.94681
H -5.14480 6.00935 0.91042
H -3.87877 3.45771 -0.51131
H -2.67996 1.66947 -1.67352
H -1.34078 -0.15099 -1.70804
H -0.02197 -1.91873 -2.25053
H 1.41022 -3.81262 -1.66243
H 1.13664 -6.21976 -0.26019
H 2.44560 -6.72640 0.80006
H 2.09934 -4.56906 3.49666
H 3.96681 -3.87547 4.93420
H 6.16227 -3.40128 3.93774
H 6.47694 -3.58260 1.51056
H 4.58133 -4.20431 0.07140
H 0.58310 -3.16151 2.45900
H -0.93445 -1.39023 1.88479
H -1.19448 0.29471 2.09235
H -2.44069 1.99816 3.22050

Calculated values
HOMO-LUMO gap	0.09330	Ha
DFT total energy	-2248.8892	Eh
LUMO level	-2.7	eV
relative energy (zero: lowest compared OMol25 entry of this formula, charge and spin)	9.5	kJ/mol

Löwdin population analysis, charges in e, atoms 1 to 5:
1. C -0.107
2. O -0.098
3. C -0.269
4. C -0.034
5. C -0.030

[3]
The following is a quantum chemistry calculation of a molecular structure, C36H30GeN3Re, from the Open Molecules 2025 dataset.

Element x y z (Å)
Re 0.01103 -1.81062 -0.33249
C 2.91677 -1.94071 -2.05003
C 3.12395 -2.15431 -0.58795
C 4.42367 -2.26009 -0.08029
C 4.63161 -2.42258 1.26722
C 3.52704 -2.49447 2.11244
C 2.26872 -2.38382 1.57113
N 2.06219 -2.20227 0.23169
C 1.04392 -2.47702 2.40671
C 1.00160 -2.66166 3.77961
C -0.24145 -2.74903 4.39080
C -1.41026 -2.67228 3.64616
C -1.30249 -2.49081 2.27640
N -0.09487 -2.38887 1.71532
C -2.42841 -2.42075 1.30923
C -3.73752 -2.55548 1.70536
C -4.73973 -2.51135 0.73968
C -4.38333 -2.35681 -0.57769
C -3.03706 -2.22936 -0.93578
C -2.66752 -2.03621 -2.36839
N -2.07577 -2.24189 0.00104
H 2.99259 -0.87336 -2.27680
H 1.92288 -2.26051 -2.35597
H 3.68101 -2.46906 -2.61860
H 5.25272 -2.21088 -0.77203
H 5.63262 -2.49785 1.66905
H 3.66033 -2.62928 3.17495
H 1.90323 -2.73467 4.36824
H -0.30002 -2.88733 5.46184
H -2.37083 -2.75260 4.13129
H -3.98765 -2.68722 2.74689
H -5.77835 -2.60465 1.02566
H -5.12934 -2.33397 -1.35963
H -2.75531 -0.97795 -2.62894
H -3.33989 -2.60616 -3.00850
H -1.63412 -2.32422 -2.54958
C 0.04634 -0.32870 -1.20700
Ge 0.05653 1.59669 -0.94965
C 1.63177 2.32482 -1.82349
C 2.53667 3.12332 -1.12851
C 3.69685 3.57779 -1.74248
C 3.96473 3.23499 -3.05927
C 3.07009 2.43955 -3.76437
C 1.91357 1.98629 -3.14759
C -1.63514 2.27798 -1.62321
C -2.81907 1.69520 -1.16837
C -4.04946 2.13018 -1.63522
C -4.11029 3.15542 -2.57147
C -2.94163 3.74257 -3.03127
C -1.71026 3.30585 -2.55752
C 0.14907 1.81025 0.99268
C 1.09717 1.09018 1.72217
C 1.14052 1.16298 3.10604
C 0.22801 1.96052 3.78667
C -0.71329 2.68882 3.07551
C -0.74931 2.61444 1.68738
H 2.33778 3.39714 -0.09806
H 4.38995 4.20129 -1.19253
H 4.86802 3.58952 -3.53846
H 3.27376 2.17634 -4.79442
H 1.22375 1.36228 -3.70676
H -2.77771 0.89336 -0.43549
H -4.96229 1.67672 -1.26902
H -5.06917 3.49740 -2.93836
H -2.98731 4.54253 -3.75860
H -0.80248 3.77233 -2.92410
H 1.82205 0.47328 1.19818
H 1.89311 0.60984 3.65642
H 0.26103 2.02472 4.86678
H -1.42088 3.31799 3.59985
H -1.49445 3.18621 1.14551

Calculated values
<S²>	0.759
HOMO-LUMO gap (spin up / spin down)	0.21579 / 0.20758	Ha
DFT total energy	-3709.0764	Eh
LUMO level (spin up / spin down)	-3.9 / -3.9	eV
total charge	+1
multiplicity	2

Löwdin population analysis, charges in e, atoms 1 to 5:
1. Re 1.133
2. C -0.035
3. C -0.282
4. C 0.004
5. C -0.018

[4]
The following is a quantum chemistry calculation of a molecular structure, C36H30N4PPrS, from the Open Molecules 2025 dataset.

Element x y z (Å)
Pr 8.33305 8.62860 8.80160
C 8.57872 7.85826 6.06343
C 7.32646 7.37826 6.47590
C 7.50723 6.37068 7.43178
C 8.92227 6.21732 7.61294
C 9.57496 7.17722 6.80236
H 8.81281 8.58720 5.31721
H 6.37378 7.73466 6.15937
H 6.70228 5.78139 7.86077
H 9.37094 5.50115 8.28934
H 10.64238 7.22866 6.59918
S 6.79496 7.34316 10.72696
C 7.98897 7.36412 11.99541
N 7.54977 7.40861 13.22361
N 8.35560 7.34625 14.32165
C 9.14107 8.38562 14.82052
C 9.74205 9.38662 14.04434
C 10.43546 10.44483 14.72977
C 10.58473 10.43747 16.10285
C 9.99929 9.41156 16.83715
C 9.32726 8.39985 16.20028
N 9.43187 7.34211 11.90222
N 9.85575 7.72107 10.81544
C 11.29288 7.91274 10.80060
C 12.07402 7.92550 11.93971
C 13.41308 8.23636 11.81470
C 13.93168 8.52736 10.53092
C 13.10209 8.46247 9.39578
C 11.78454 8.17296 9.55136
H 7.74261 7.12051 15.08007
H 9.51944 9.45612 12.96146
H 10.71780 11.31040 14.15790
H 10.96317 11.30476 16.63253
H 10.07586 9.35173 17.90691
H 8.80026 7.65949 16.74736
H 11.64430 7.79080 12.90334
H 14.06983 8.13130 12.67945
H 14.97265 8.78466 10.35749
H 13.53512 8.75507 8.44019
H 11.11301 8.13456 8.69996
C 13.44436 12.08649 9.51095
C 13.08430 11.54464 10.77363
C 11.72660 11.20575 11.03998
C 10.75821 11.42488 10.06399
C 11.14324 11.84448 8.76920
C 12.46527 12.19960 8.48798
P 8.95354 11.31045 10.51933
C 8.76679 12.23202 12.06819
C 9.74526 13.15517 12.51705
C 9.61780 13.85567 13.67685
C 8.56572 13.56996 14.52244
C 7.62329 12.60430 14.13835
C 7.71340 11.95218 12.91611
C 7.98525 11.99203 9.13590
C 7.56303 13.31764 8.95153
C 6.77321 13.59559 7.82073
C 6.50781 12.54685 6.82049
C 7.17015 11.35048 6.97978
C 7.83479 11.00065 8.17079
H 14.49944 12.26864 9.32379
H 13.77528 11.33079 11.54060
H 11.41340 10.92703 12.05432
H 10.35129 11.85575 7.98186
H 12.73428 12.44665 7.46038
H 10.63844 13.30837 11.96427
H 10.38470 14.56942 13.98028
H 8.50978 14.02333 15.50338
H 6.86502 12.41731 14.84648
H 6.95276 11.18556 12.72745
H 7.92568 14.08038 9.72471
H 6.37395 14.61216 7.72812
H 5.99061 12.81490 5.90036
H 7.12819 10.63031 6.15494

Calculated values
<S²>	2.003
HOMO-LUMO gap (spin up / spin down)	0.23766 / 0.23875	Ha
DFT total energy	-2865.3155	Eh
LUMO level (spin up / spin down)	-0.9 / -0.9	eV
multiplicity	3
relative energy (zero: lowest compared OMol25 entry of this formula, charge and spin)	41.1	kJ/mol

Löwdin population analysis, charges in e, atoms 1 to 5:
1. Pr 0.869
2. C -0.183
3. C -0.197
4. C -0.212
5. C -0.196